#one
Molecular formula: C5H10N2O2S
Method: DFT, ωB97M-V/def2-TZVPD

CARTESIAN COORDINATES (ANGSTROEM)
C  1.35830  -0.25883  -0.21206
C  -1.18790  -0.97972  0.06034
C  2.66919  1.32952  0.96499
C  -0.07293  -3.02778  -0.09743
C  -3.09760  2.27336  -0.35106
N  2.00496  -0.63960  -1.18887
N  -1.80337  0.05642  0.00694
O  1.47815  0.53970  0.81886
O  -1.24749  -2.26809  0.13832
S  -3.45055  0.51037  -0.10195
H  3.56260  0.70354  0.89243
H  2.60581  1.77747  1.95334
H  2.70168  2.11129  0.20141
H  -0.28533  -4.03586  0.25640
H  0.77611  -2.58833  0.43584
H  0.16371  -3.03797  -1.16592
H  -4.04069  2.75445  -0.59241
H  -2.39616  2.37376  -1.17505
H  -2.67730  2.68839  0.55882
H  2.93879  -0.28211  -1.40292

The value obtained for the HOMO energy (alpha / beta) is -7.0974 / -7.6757 eV. Its LUMO energy (alpha / beta) is 0.333 / 0.383 eV.


#two
Molecular formula: C5H10N2O2S
Method: DFT, ωB97M-V/def2-TZVPD

CARTESIAN COORDINATES (ANGSTROEM)
C  -1.18174  -0.37344  -0.65863
C  0.92623  -0.79371  -0.40955
C  -0.67278  1.69637  0.26131
C  0.73918  1.60834  -0.10603
C  1.17688  0.19907  1.84331
N  -1.63039  0.72294  -0.29441
N  1.37342  0.34447  0.38222
O  -1.50251  -2.91455  -0.74415
O  -1.70754  -1.53081  -2.82089
S  -2.23263  -1.58667  -1.47890
H  0.90958  -1.77448  -0.01672
H  1.33575  -0.78492  -1.37429
H  -0.71078  1.81624  1.39614
H  -1.27223  2.49834  -0.01358
H  0.89358  1.57681  -1.18120
H  1.30345  2.45840  0.34216
H  1.62543  0.96949  2.28442
H  0.12923  0.07228  1.96049
H  1.74517  -0.69032  2.10306
H  -1.24732  -3.51385  -1.47477

The value obtained for the HOMO energy is -7.8089 eV. Its LUMO energy is 0.609 eV.


#three
Molecular formula: C5H10N2O2S
Method: DFT, ωB97M-V/def2-TZVPD

CARTESIAN COORDINATES (ANGSTROEM)
C  0.53821  -1.75686  1.43403
C  0.47954  -0.33308  -0.89465
C  -0.11753  0.72380  0.02121
C  0.24789  -0.15242  -2.42068
C  -1.55537  0.83066  0.31742
N  0.28539  -0.51180  1.92726
N  0.75941  1.72398  0.54861
O  1.87380  1.88198  0.14234
O  0.34084  2.46771  1.45294
S  -0.11016  -1.96664  -0.27451
H  1.60643  -1.98872  1.44275
H  -0.04291  -2.49584  2.09727
H  1.55112  -0.30371  -0.83806
H  0.53542  -1.13602  -3.08433
H  0.83397  0.69660  -2.83729
H  -0.81458  -0.05249  -2.55341
H  -1.51759  1.47150  1.18323
H  -2.14038  -0.16569  0.39466
H  -2.17054  1.30129  -0.41852
H  -0.58294  -0.23424  2.35975

The value obtained for the HOMO energy (alpha / beta) is -8.9181 / -8.9172 eV. Its LUMO energy (alpha / beta) is -1.709 / -1.708 eV.


#four
Molecular formula: C5H10N2O2S
Method: DFT, ωB97M-V/def2-TZVPD

CARTESIAN COORDINATES (ANGSTROEM)
C  -2.06215  0.43051  -1.07307
C  -1.23288  -0.57179  -0.23555
C  -1.07802  -0.28629  1.18236
N  -0.09636  -0.67330  1.87036
O  0.79704  -1.40155  1.44066
O  0.02254  -0.17677  3.08056
H  -1.99727  1.38368  -0.75629
H  -1.71498  0.51386  -2.06070
H  -3.10091  0.19227  -0.98974
H  -0.11692  -0.50634  -0.56193
H  -1.63241  -1.63983  -0.36311
H  -1.81983  0.33888  1.66354
H  0.88272  -0.37166  3.50836
C  1.92303  -0.57477  -2.11393
S  2.80280  0.91639  -1.49128
C  1.75755  1.46791  -0.32590
N  1.24231  2.05681  0.50811
H  2.43286  -1.05738  -2.99062
H  0.95044  -0.35895  -2.48366
H  2.10535  -1.33834  -1.39857

The value obtained for the HOMO energy is -8.5908 eV. Its LUMO energy is 0.475 eV.


Energy relative to the most stable one, in hartree: #one 0.0432; #two 0.0000; #three 0.0787; #four 0.0153


#one
Molecular formula: ClH4NSi
Method: DFT, ωB97M-V/def2-TZVPD

CARTESIAN COORDINATES (ANGSTROEM)
N  0.21364  -1.06574  -0.05620
Si  -1.07146  -0.61735  -0.92752
H  0.63800  -0.44768  0.53003
H  -1.71001  0.61801  -1.04418
H  -1.53685  -1.70802  -1.68960
Cl  1.90072  2.15777  1.90621
H  1.56596  1.06301  1.28127

The value obtained for the HOMO energy is -10.1989 eV. Its LUMO energy is -0.138 eV.


#two
Molecular formula: ClH4NSi
Method: DFT, ωB97M-V/def2-TZVPD

CARTESIAN COORDINATES (ANGSTROEM)
N  -0.14886  0.50494  1.01183
Si  0.12610  -0.20871  -0.55675
Cl  -0.08959  -2.11575  -0.15197
H  -0.79133  1.31234  0.94626
H  0.67198  0.67566  1.57181
H  1.49414  -0.12387  -1.38048
H  -1.26243  -0.04461  -1.44071

The value obtained for the HOMO energy is -10.4687 eV. Its LUMO energy is 0.804 eV.


#three
Molecular formula: ClH4NSi
Method: DFT, ωB97M-V/def2-TZVPD

CARTESIAN COORDINATES (ANGSTROEM)
N  0.45301  -0.46927  -0.63416
Si  -0.41462  0.68533  0.34603
Cl  -1.37811  1.67289  -2.38701
H  1.48395  -0.29039  -0.72114
H  -0.02274  -0.17194  -1.49191
H  0.47602  1.68742  0.80936
H  -1.68579  0.29462  0.91153

The value obtained for the HOMO energy is -9.4400 eV. Its LUMO energy is -1.415 eV.


Energy relative to the most stable one, in hartree: #one 0.1059; #two 0.0000; #three 0.0773